Here is the molecule C5H6BNO5 in a non-equilibrium geometry from the Open Molecules 2025 dataset. Energies are from ωB97M-V with the def2-TZVPD basis set.

Structure (XYZ):
```
18
Properties=species:S:1:pos:R:3:forces:R:3:nbo_charge:R:1
N 2.14570 -1.45367 0.92052 0.736 3.042 -1.613 -0.8066
C 1.61766 -0.17230 0.30290 -3.642 2.782 -3.396 0.1172
C 0.37591 0.12960 -0.45939 1.944 -1.369 0.974 -0.1032
C -0.83066 -0.96160 -0.83050 0.444 1.015 1.008 -0.8316
B -2.08115 -0.57615 0.21790 -1.193 1.022 1.294 1.2311
O -3.44135 -1.14376 0.13959 1.894 2.691 -1.307 -0.9414
O -1.83338 0.40414 1.33349 -1.117 -0.260 -3.268 -0.9582
C 0.26422 1.73924 -0.89192 -3.780 0.377 -1.646 0.7797
O -0.79896 2.37805 -1.45502 7.969 -4.263 4.072 -0.5493
O 1.59385 2.34556 -0.55000 -1.266 -2.786 1.658 -0.5068
C 2.27668 1.36495 0.31765 4.311 -2.544 4.604 0.7570
O 3.31062 1.48238 1.15893 -6.352 0.756 -5.913 -0.5388
H 3.13966 -1.24616 1.23503 -1.683 -0.219 -0.407 0.4053
H 2.21220 -2.23492 0.22087 -0.370 1.297 0.683 0.3949
H -1.15922 -0.88421 -1.96228 0.727 -0.226 2.407 0.2782
H -0.52227 -2.06707 -0.54624 -0.268 2.273 -0.815 0.2666
H -4.00101 -0.39616 -0.26023 0.856 -1.680 1.038 0.4999
H -2.26851 1.29208 1.10869 0.792 -1.911 0.628 0.5061
```
Forces are in eV/Å.

Computed properties:
SMILES: NC1=C(CB(O)O)C(=O)OC1=O
LUMO energy: -1.300 eV
molar mass: 170.9 Da
energy relative to the best compared isomer or geometry (same formula, charge and spin): 124.0 kcal/mol
highest occupied orbital energy: -9.64 eV

Here is the molecule C5H6Br2 in a non-equilibrium geometry from the Open Molecules 2025 dataset. Energies are from ωB97M-V with the def2-TZVPD basis set.

Structure (XYZ):
```
13
Properties=species:S:1:pos:R:3:forces:R:3:nbo_charge:R:1
C 0.43912 -0.13764 -0.65491 -0.810 4.374 -1.960 -0.2192
C -0.79977 0.75976 -0.78320 -0.035 -0.795 -0.468 -0.2412
C 0.41221 -1.32156 -0.18541 0.796 -2.300 0.919 -0.3608
C -1.86860 0.58596 0.34680 2.110 2.211 -1.689 -0.2522
C -1.50479 1.31452 1.38966 -0.823 -1.705 2.826 -0.1654
Br -1.49622 0.69041 -2.69818 -0.093 -0.507 0.790 -0.0532
Br -2.68693 1.16966 3.07975 1.195 0.422 -1.737 -0.0482
H 1.36748 0.31494 -1.06362 -0.672 -0.381 0.387 0.2152
H -0.57118 1.80273 -0.89402 0.556 0.269 0.659 0.2305
H 1.37559 -1.78388 -0.15350 0.178 -0.877 0.200 0.2086
H -0.46136 -1.82752 0.16023 -0.381 -0.233 0.271 0.2075
H -2.83118 0.25325 0.06657 -0.837 -0.620 0.276 0.2453
H -0.46492 1.60130 1.67196 -1.183 0.141 -0.474 0.2330
```
Forces are in eV/Å.

Computed properties:
SMILES: C=C[C@@H](Br)/C=C/Br
LUMO energy: 0.115 eV
molar mass: 225.9 Da
energy relative to the best compared isomer or geometry (same formula, charge and spin): 34.0 kcal/mol
highest occupied orbital energy: -9.81 eV

Here is a cluster of 2 separate species, C5H6BrClS in total in a non-equilibrium geometry from the Open Molecules 2025 dataset. Energies are from ωB97M-V with the def2-TZVPD basis set.

Structure (XYZ):
```
14
Properties=species:S:1:pos:R:3:forces:R:3:nbo_charge:R:1
C 1.26669 -0.51008 -0.91539 0.985 -2.714 -0.713 -0.2213
C 0.40132 -0.56525 -1.91708 -0.920 1.225 0.397 -0.3398
C 1.29117 0.73975 -0.15636 0.092 0.878 3.151 -0.5253
C 0.14453 1.57303 -0.65423 0.570 -0.061 0.244 -0.2583
C -1.97460 -0.23413 1.14168 1.991 -1.315 -2.168 -0.4045
S -0.63086 0.88247 -2.05796 0.525 0.370 0.156 0.3765
Cl 0.23724 3.23951 -0.14599 -0.528 -0.615 -0.667 0.0277
Br -3.41763 -0.37538 -0.13861 0.654 0.178 0.995 0.0273
H 1.90390 -1.45671 -0.84191 -0.597 1.795 0.577 0.2385
H 0.19192 -1.39571 -2.55025 0.003 -0.346 -0.403 0.2364
H 1.21557 0.65567 1.06475 0.069 -0.222 -2.700 0.2336
H 2.23104 1.31348 -0.24567 -0.073 -0.251 -0.209 0.2437
H -1.24300 0.59001 0.83714 -1.417 -0.659 0.814 0.1858
H -1.40001 -1.25091 1.13935 -1.354 1.738 0.526 0.1797
```
Forces are in eV/Å.

Computed properties:
LUMO energy (spin up / spin down): -0.209 / -0.735 eV
molar mass: 213.5 Da
energy relative to the best compared isomer or geometry (same formula, charge and spin): 73.1 kcal/mol
highest occupied orbital energy (spin up / spin down): -9.08 / -7.21 eV

Here is the ion C5H6BrINO with charge +1 in a non-equilibrium geometry from the Open Molecules 2025 dataset. Energies are from ωB97M-V with the def2-TZVPD basis set.

Structure (XYZ):
```
15
Properties=species:S:1:pos:R:3:forces:R:3:nbo_charge:R:1
C -0.67933 0.03638 1.69327 1.007 -0.639 4.404 -0.3864
C 0.58729 -0.29066 1.88947 -1.053 0.589 -2.294 -0.0206
C -1.46508 0.78907 -0.51348 -0.600 -0.493 -0.072 0.1014
C -1.65932 0.29466 0.69211 -0.859 0.186 0.852 -0.1403
C 0.50883 -0.34029 -0.85837 0.761 0.771 0.661 0.2151
N 1.90588 -0.11394 -1.38819 -0.307 0.347 -2.049 -0.7787
O -0.20332 0.78571 -1.09151 0.071 -0.636 -0.206 -0.5064
Br -3.39206 0.30450 1.53207 0.190 0.009 -0.978 0.1366
I -0.07560 -2.25194 -1.52938 -0.483 0.132 0.110 0.2630
H -1.18825 0.12243 2.74844 0.955 0.072 -1.590 0.2779
H 1.33665 -0.20657 2.67188 -0.252 -0.275 -0.204 0.2298
H -2.31923 1.12220 -1.07918 0.432 0.347 -0.641 0.2424
H 1.92799 0.46861 -2.28344 -0.430 -0.634 1.108 0.4428
H 2.14038 -1.07882 -1.71622 0.817 0.817 0.644 0.4630
H 2.57518 0.35866 -0.76747 -0.248 -0.593 0.256 0.4605
```
Forces are in eV/Å.

Computed properties:
net charge: +1
LUMO energy (spin up / spin down): -5.158 / -4.328 eV
molar mass: 302.9 Da
energy relative to the best compared isomer or geometry (same formula, charge and spin): 109.8 kcal/mol
highest occupied orbital energy (spin up / spin down): -12.46 / -12.55 eV

Here is the molecule C5H6BrN in a non-equilibrium geometry from the Open Molecules 2025 dataset. Energies are from ωB97M-V with the def2-TZVPD basis set.

Structure (XYZ):
```
13
Properties=species:S:1:pos:R:3:forces:R:3:nbo_charge:R:1
C 1.18793 -0.73368 -0.52207 -0.182 2.594 -0.269 -0.3877
C 0.95677 0.58017 -0.74016 0.628 0.605 0.360 -0.0218
C 0.24000 -1.43757 0.23394 -2.936 0.648 0.391 0.4257
C -0.08201 1.42407 0.03426 1.272 1.561 -0.412 -0.5352
C -1.17715 0.53412 0.54396 1.185 -1.435 2.191 -0.4382
N -0.09163 -2.61384 0.27907 -0.327 -1.331 1.877 -0.6405
Br -2.70670 0.49850 -0.52312 -0.627 -0.276 -0.723 0.0397
H 2.11259 -1.18358 -0.79197 0.420 -0.511 -0.558 0.2424
H 1.64707 1.17478 -1.36535 -0.319 -0.503 0.285 0.2059
H 0.57234 1.94916 0.84449 -1.224 -1.044 -0.936 0.2427
H -0.37318 2.35511 -0.63853 0.082 -2.047 1.213 0.2376
H -1.56393 0.51486 1.63325 1.253 0.398 -1.883 0.2294
H -0.72210 -3.06209 1.01222 0.775 1.343 -1.536 0.4000
```
Forces are in eV/Å.

Computed properties:
LUMO energy (spin up / spin down): -0.181 / -0.213 eV
molar mass: 160.0 Da
energy relative to the best compared isomer or geometry (same formula, charge and spin): 63.7 kcal/mol
highest occupied orbital energy (spin up / spin down): -7.52 / -7.43 eV

Here is the molecule C5H6BrNS in a non-equilibrium geometry from the Open Molecules 2025 dataset. Energies are from ωB97M-V with the def2-TZVPD basis set.

Structure (XYZ):
```
14
Properties=species:S:1:pos:R:3:forces:R:3:nbo_charge:R:1
C 1.77737 0.19993 0.06838 -0.597 0.680 -0.819 -0.0605
C 1.02614 -0.85736 -0.53574 0.177 -0.728 0.342 0.1229
C -1.32335 1.09545 0.54761 1.825 -1.090 -1.606 -0.3456
C 1.96388 -1.83378 -1.24443 0.258 0.656 0.026 -0.6415
C -2.32284 2.06489 0.88886 0.364 0.151 3.195 -0.7258
N -0.23054 -1.03057 -0.69439 -0.133 -0.828 0.532 -0.6352
S -1.49273 -0.48121 0.31739 0.136 1.034 -0.437 0.6567
Br 1.80345 0.34614 1.85157 0.296 -0.234 1.106 0.2134
H 2.00866 -2.81313 -0.77059 -0.383 0.097 0.248 0.2356
H 1.52274 -1.94081 -2.23225 0.445 -0.112 -0.255 0.2528
H 2.99178 -1.43423 -1.24447 -0.399 -0.144 -0.432 0.2282
H -3.07185 1.91675 0.15184 -0.932 0.679 -0.780 0.2542
H -2.77005 1.66652 1.85356 -0.043 1.033 -0.645 0.2170
H -1.88265 3.10141 1.04266 -1.014 -1.193 -0.474 0.2278
```
Forces are in eV/Å.

Computed properties:
LUMO energy (spin up / spin down): -1.129 / -1.130 eV
molar mass: 192.1 Da
energy relative to the best compared isomer or geometry (same formula, charge and spin): 156.4 kcal/mol
highest occupied orbital energy (spin up / spin down): -7.76 / -7.76 eV

Here is the molecule C5H6Cl2 in a non-equilibrium geometry from the Open Molecules 2025 dataset. Energies are from ωB97M-V with the def2-TZVPD basis set.

Structure (XYZ):
```
13
Properties=species:S:1:pos:R:3:forces:R:3:nbo_charge:R:1
C -0.63649 -0.10385 -0.06178 -0.968 0.983 -0.244 0.0246
C 0.90476 -2.01793 -2.12727 0.457 -1.835 -1.001 0.0370
C 1.17780 -0.66972 -1.74145 -3.836 0.449 3.345 -0.6429
C 0.63140 -0.07466 -0.37844 0.639 -1.723 -3.538 -0.2429
C -1.16696 0.49444 1.18969 -3.412 -1.822 1.379 -0.6743
Cl 0.20792 -3.05071 -0.98880 0.298 -0.030 0.203 0.0411
Cl -1.85958 -0.76661 -1.18339 0.473 0.797 0.567 -0.0283
H 2.16176 -0.47624 -1.79986 3.997 0.081 -0.063 0.2767
H 0.91546 -0.15915 -2.62506 -1.103 1.180 -1.105 0.2830
H 1.42486 0.17252 0.25797 0.516 0.833 1.268 0.2187
H -2.35592 0.41920 1.25532 2.549 0.667 -0.473 0.2363
H -0.80493 1.43854 1.55402 0.157 0.574 -0.587 0.2382
H -0.92553 -0.20632 1.98820 0.232 -0.155 0.248 0.2327
```
Forces are in eV/Å.

Computed properties:
LUMO energy: -0.054 eV
molar mass: 137.0 Da
energy relative to the best compared isomer or geometry (same formula, charge and spin): 79.3 kcal/mol
highest occupied orbital energy: -8.35 eV

Here is a structure of composition C5H6Cl2IrO4RuS in a non-equilibrium geometry from the Open Molecules 2025 dataset. Energies are from ωB97M-V with the def2-TZVPD basis set.

Structure (XYZ):
```
20
Properties=species:S:1:pos:R:3:forces:R:3:nbo_charge:R:1
Ru 3.12851 0.59978 -1.35071 0.899 -6.706 -1.948 1.0621
Ir -0.58850 1.38208 0.10273 -2.669 -3.084 -0.532 1.0677
Cl 4.39722 -1.07109 -2.22087 0.633 -0.646 -0.354 0.4140
Cl -1.82011 1.21714 -1.90264 0.585 0.070 0.791 0.0887
C -0.30582 3.12384 -0.24480 2.644 12.054 -0.931 0.4160
C 3.55627 1.43853 0.20231 3.196 5.112 12.590 0.3658
C 2.49269 1.99708 -2.32083 -5.616 9.073 -8.511 0.3723
O -0.05314 4.26763 -0.31477 -1.381 -5.849 0.125 -0.1824
O 3.75003 1.95718 1.24514 -1.110 -2.583 -6.097 -0.1086
O 1.96466 2.81674 -2.98444 3.096 -4.202 3.963 -0.1352
C -0.90740 -2.60843 1.71107 0.673 -0.433 -0.042 -0.7688
S -0.93366 -1.59658 0.22181 -0.753 -1.408 1.523 1.1929
C -2.69884 -1.23818 0.26248 0.009 0.562 -0.200 -0.7926
O -0.19597 -0.28238 0.86014 0.187 -1.430 -0.098 -0.7921
H -1.58674 -3.44099 1.51702 0.011 -0.106 0.032 0.3128
H -1.21953 -2.02399 2.58558 -0.075 0.037 -0.324 0.3018
H 0.11495 -2.97909 1.82830 -0.160 -0.048 0.056 0.2938
H -2.93485 -0.72488 1.20192 -0.022 -0.233 -0.016 0.2922
H -2.95239 -0.62549 -0.59931 -0.229 -0.222 -0.002 0.2598
H -3.20738 -2.20890 0.19983 0.083 0.042 -0.027 0.3397
```
Forces are in eV/Å.

Computed properties:
net charge: +4
LUMO energy (spin up / spin down): -16.797 / -20.597 eV
molar mass: 526.4 Da
energy relative to the best compared isomer or geometry (same formula, charge and spin): 0.0 kcal/mol
multiplicity: 10
highest occupied orbital energy (spin up / spin down): -24.66 / -25.64 eV